Record 1
{
  "formula": "C4H8NO2",
  "method": "ωB97M-V/def2-TZVPD",
  "species": ["C", "C", "C", "C", "N", "O", "O", "H", "H", "H", "H", "H", "H", "H", "H"],
  "coordinates": [[0.37256, 0.14766, -0.73023], [0.90057, -0.63430, 0.29721], [-0.93530, 0.70762, -0.74207], [-1.46457, 0.25881, 1.44600], [2.25805, -1.09861, -0.11459], [-1.55197, 1.28992, -1.78793], [-1.75491, 0.77129, 0.20321], [0.97836, 0.23010, -1.67226], [-0.47966, 0.49647, 1.70075], [-1.58705, -0.79873, 1.42007], [-2.23087, 0.62507, 2.05025], [2.39675, -1.52442, -1.04672], [2.51334, -1.84415, 0.56029], [2.98100, -0.38437, -0.13893], [-2.39631, 1.75764, -1.44503]],
  "nbo_charge": [-0.550, 0.022, 0.835, -0.259, -0.763, -0.606, -0.405, 0.224, 0.220, 0.212, 0.214, 0.426, 0.453, 0.445, 0.531],
  "total_charge": 1,
  "homo_ev": -13.37,
  "spin_multiplicity": 1,
  "relative_energy_ev": 3.911,
  "total_energy_ev": -9852.420
}

=====

Record 2
{
  "formula": "C23H18IrN6O4",
  "method": "ωB97M-V/def2-TZVPD",
  "species": ["Ir", "C", "N", "C", "C", "N", "C", "C", "C", "C", "C", "C", "N", "C", "N", "C", "C", "C", "C", "C", "C", "N", "H", "H", "H", "H", "H", "H", "H", "H", "H", "H", "H", "H", "H", "H", "H", "O", "C", "O", "C", "C", "C", "N", "C", "C", "C", "O", "O", "H", "H", "H"],
  "coordinates": [[-0.65409, -1.07009, 0.44123], [-2.75971, -0.70695, -2.27879], [-1.79171, -1.71554, -1.85903], [-0.80230, -2.13768, -2.84550], [0.46113, -2.51265, -2.13379], [0.67587, -2.16510, -0.88478], [1.96237, -2.54116, -0.57600], [2.69612, -2.37923, 0.59213], [3.99785, -2.83099, 0.57923], [4.55311, -3.44647, -0.54719], [3.83150, -3.62607, -1.70962], [2.52773, -3.15315, -1.71195], [1.53919, -3.11924, -2.67643], [-3.14257, 0.12058, -1.09034], [-2.43224, 0.10590, 0.01520], [-2.96587, 1.05913, 0.85079], [-2.57459, 1.47117, 2.11843], [-3.29568, 2.49687, 2.69126], [-4.38583, 3.08340, 2.04149], [-4.79398, 2.67487, 0.78795], [-4.05871, 1.65841, 0.19510], [-4.13953, 1.02981, -1.03173], [-3.64688, -1.13758, -2.76158], [-2.28258, -0.03990, -3.00694], [-2.27267, -2.52528, -1.47583], [-0.57327, -1.28991, -3.50243], [-1.15460, -2.95962, -3.48277], [2.25719, -1.92545, 1.46667], [4.60394, -2.71443, 1.46275], [5.57395, -3.79112, -0.50243], [4.25978, -4.11005, -2.57289], [1.62473, -3.47870, -3.61298], [-1.74809, 1.00059, 2.62636], [-3.01729, 2.85270, 3.66964], [-4.92283, 3.87655, 2.53713], [-5.64116, 3.12269, 0.29414], [-4.82003, 1.22970, -1.74703], [3.56323, 4.73728, 0.35105], [3.43204, 4.14771, 1.38563], [3.75786, 4.13784, 2.53525], [2.38917, 2.83248, 1.10307], [1.89503, 2.66264, -0.17477], [1.04837, 1.58557, -0.38071], [0.72626, 0.75606, 0.60047], [1.21321, 0.93915, 1.82003], [2.07089, 1.98717, 2.13732], [0.78147, -0.08690, 2.91809], [1.21423, 0.06372, 4.03289], [-0.00072, -0.98999, 2.49576], [2.15431, 3.33545, -0.97707], [0.62015, 1.38455, -1.35224], [2.44625, 2.10122, 3.14575]],
  "nbo_charge": [1.375, -0.268, -0.598, -0.268, 0.401, -0.569, 0.158, -0.227, -0.170, -0.173, -0.220, 0.090, -0.488, 0.401, -0.569, 0.157, -0.227, -0.170, -0.173, -0.220, 0.090, -0.488, 0.234, 0.240, 0.406, 0.240, 0.234, 0.238, 0.241, 0.239, 0.236, 0.444, 0.238, 0.241, 0.239, 0.236, 0.444, -0.701, 0.818, -0.684, -0.048, -0.211, 0.005, -0.364, 0.058, -0.188, 0.745, -0.533, -0.653, 0.273, 0.197, 0.292],
  "total_charge": 1,
  "homo_ev": -9.49,
  "spin_multiplicity": 1,
  "relative_energy_ev": 0.112,
  "total_energy_ev": -44103.792
}

=====

Record 3
{
  "formula": "C2H2N4",
  "method": "ωB97M-V/def2-TZVPD",
  "species": ["C", "N", "N", "C", "N", "N", "H", "H"],
  "coordinates": [[0.41598, 1.17652, -0.06805], [-0.94024, 0.97048, 0.01229], [-1.35239, -0.20919, 0.03165], [-0.42320, -1.13129, -0.02586], [0.86468, -0.96677, -0.03861], [1.37159, 0.17422, 0.07765], [0.82394, 2.27809, -0.02799], [-0.38608, -2.33065, 0.01056]],
  "nbo_charge": [0.146, -0.183, -0.182, 0.154, -0.219, -0.160, 0.215, 0.229],
  "homo_ev": -9.39,
  "spin_multiplicity": 1,
  "relative_energy_ev": 3.315,
  "total_energy_ev": -8062.817
}